Below is 4 unconnected molecules or ions with the total composition C55H88F14N6O4 in a non-equilibrium geometry, with properties calculated with ωB97M-V/def2-TZVPD.

The charge is +1. Its multiplicity is 4. Its LUMO energy (alpha / beta) is -3.33 / -3.33 eV. Its total energy is -113625.049 eV. Its expectation value of S² is 3.762. The HOMO energy (alpha / beta) is -9.73 / -10.10 eV. The orbital gap (alpha / beta) is 6.40 / 6.77 eV.

Structure (XYZ):
```
167
Properties=species:S:1:pos:R:3:lowdin_spin:R:1
C 0.09 5.52 1.69 0.000
H 3.73 -4.80 0.94 0.000
H 0.05 -9.20 2.88 0.000
C -0.06 -5.44 -1.73 0.027
H 4.82 9.18 -4.49 0.000
H 0.93 -1.30 1.51 0.000
C -3.00 1.32 -3.23 0.000
C -1.77 0.41 0.31 0.000
H 5.82 7.16 0.95 0.000
C -6.08 0.75 -2.56 0.000
C -2.59 -0.59 -1.86 0.000
H -6.66 -0.13 -2.82 0.000
F -7.51 4.56 -0.45 0.000
C 0.92 5.24 -1.23 0.000
H -0.84 -1.43 3.05 0.000
F -10.06 1.40 -1.17 0.000
H -1.10 5.80 -1.88 0.000
H 2.42 -6.65 7.62 0.000
H -4.80 -1.11 -0.46 0.000
C -4.13 2.08 -3.55 0.000
H 0.49 3.57 -3.24 0.000
C 7.03 8.60 -1.02 0.002
C -1.08 -0.78 0.99 0.000
C -6.82 1.64 -1.58 0.000
H -2.93 -1.62 -1.87 0.000
C -1.05 7.27 1.00 0.000
C 7.29 6.29 -2.04 0.016
H 4.63 9.66 -2.80 0.001
F -10.37 3.37 0.69 0.000
H -1.94 -5.21 -2.75 0.000
C 1.45 -9.37 4.54 0.027
C 1.85 -7.23 6.89 0.002
H 2.30 -11.28 5.05 0.001
C 3.14 -5.72 -1.42 0.002
H 0.95 -5.23 -3.66 0.001
N 0.01 6.46 0.69 0.000
H 1.10 -6.06 1.37 0.003
O 4.40 6.15 -1.32 0.531
N 0.95 -4.57 -1.04 0.370
F -8.83 5.13 1.16 0.000
H 5.64 6.89 -5.01 0.001
H -1.51 -0.65 -1.91 0.000
H 4.07 -5.16 -1.33 0.000
C -1.74 1.96 -3.13 0.000
H 0.51 -10.85 3.30 0.000
H 3.32 -10.30 4.02 0.003
H 2.25 -3.97 1.40 0.000
C -0.51 -6.59 -0.84 0.015
F -10.09 3.47 -1.75 0.000
O 2.44 -7.69 3.35 0.537
H 0.52 -10.36 6.28 0.000
H 1.80 7.02 -0.30 0.000
C 3.86 -8.32 5.90 0.015
N 5.02 7.24 -1.65 0.371
F -7.82 3.42 -2.79 0.000
H -0.36 0.54 -3.59 0.000
H 4.38 -7.97 6.79 0.001
H 2.86 -9.90 7.00 0.000
C 0.40 -0.42 1.17 0.000
C 0.88 -9.83 3.20 -0.001
H -0.43 4.90 -3.97 0.000
H 3.23 7.61 -4.55 0.000
H 6.38 9.38 -1.41 0.001
C 2.10 -5.26 -0.37 0.027
H -0.96 4.25 -1.11 0.000
H 1.24 -6.80 -2.89 0.000
H 0.29 -8.13 0.44 0.001
H -1.12 -6.21 -0.02 0.003
H 4.33 -10.40 6.21 0.001
H -3.58 0.99 -0.66 0.000
H 2.71 7.94 -2.89 0.000
H 1.60 -8.17 7.37 0.000
H 4.59 -8.27 5.08 0.003
N -2.79 3.99 -3.58 0.000
H -5.25 0.39 -1.97 0.000
H 1.20 -7.92 -1.04 0.000
C 4.83 7.50 -3.12 0.028
C 2.85 -4.30 0.55 -0.001
C 5.72 6.59 -3.96 0.015
C 2.68 -7.40 5.60 0.027
C 0.30 -9.58 5.56 0.002
H 0.05 -8.67 6.12 0.001
H 0.20 1.75 -2.57 0.000
O -3.17 0.01 -3.06 0.000
H -2.10 -0.17 2.82 0.000
H -0.63 -9.85 5.06 0.000
H 0.47 0.34 1.96 0.000
H 3.17 -3.41 0.01 0.000
F -7.63 3.60 2.91 0.000
H -1.17 -1.68 0.37 0.000
C -7.07 3.76 1.72 0.000
H 2.47 -6.99 0.85 0.001
H 7.75 5.88 -4.10 0.001
C -0.47 4.92 -1.81 0.000
C -1.26 -4.60 -2.15 -0.001
C -3.01 0.06 -0.53 0.000
H -6.15 2.29 -4.13 0.000
C -0.89 5.73 2.61 0.000
H 7.01 5.24 -1.89 0.003
C -3.97 -0.90 0.21 0.000
C -1.65 3.34 -3.29 0.000
C -9.15 2.94 0.31 0.000
H 7.99 8.68 -1.53 0.000
H 8.33 6.37 -1.72 0.001
H -5.43 0.78 -4.58 0.000
H 6.21 9.20 -3.45 0.000
C -9.33 2.53 -1.18 0.000
H 3.70 -5.58 6.12 0.000
H 0.93 -6.68 6.69 0.001
H -1.83 -4.23 -1.29 -0.001
H -2.49 7.30 2.64 0.000
C 0.50 -6.02 -3.05 0.002
H 7.63 7.59 -3.73 0.000
C 2.65 -10.26 4.88 0.016
F -5.95 2.62 -1.22 0.000
C 3.44 -9.78 6.09 0.001
C 0.83 6.58 -0.49 0.000
H -2.41 -1.81 2.36 0.000
H 0.85 -0.01 0.27 0.000
H 3.39 -6.78 -1.30 0.000
C -3.99 3.42 -3.73 0.000
H -3.47 -1.82 0.51 0.000
C 6.43 7.17 -1.14 0.027
C -1.63 6.87 2.16 0.000
H -4.40 -0.37 1.05 0.000
F -6.25 4.82 1.79 0.000
F -6.34 2.70 1.39 0.000
H 5.35 5.56 -3.90 0.003
C 5.15 8.97 -3.47 0.002
C -1.63 -1.05 2.41 0.000
C 7.18 6.61 -3.52 0.001
C 3.19 -6.00 5.26 -0.001
H -0.30 -6.47 -3.63 0.000
N -0.59 1.21 -2.86 0.000
F -8.89 1.90 1.11 0.000
H -0.96 -3.75 -2.76 0.000
C -8.11 2.28 -2.14 0.000
H 1.71 5.30 -1.97 0.000
C -5.51 1.50 -3.76 0.000
H -1.07 0.96 -0.32 0.000
H 1.14 4.51 -0.47 0.000
H 2.82 -5.56 -2.44 0.001
H -4.82 4.05 -3.98 0.000
H 1.64 -9.84 2.41 0.000
H -1.15 -7.26 -1.42 0.001
C 3.37 7.32 -3.51 -0.001
H 7.49 6.65 0.65 0.000
H -2.10 1.10 1.09 0.000
C 6.47 6.60 0.27 -0.001
F -8.57 1.43 -3.09 0.000
H 0.30 7.27 -1.15 0.000
C -0.41 4.17 -3.16 0.000
O 0.34 -3.80 -0.19 0.532
H 7.19 8.87 0.02 0.000
C 1.61 -6.44 0.48 0.017
F -2.74 5.32 -3.77 0.000
N 1.84 -7.93 4.48 0.365
H 3.04 6.28 -3.42 -0.001
C 0.66 -7.38 -0.25 0.001
H 3.89 -6.01 4.43 -0.001
H 0.83 4.74 1.71 0.000
F -7.10 0.92 -0.47 0.000
H 6.16 5.55 0.31 -0.001
H -1.07 5.18 3.51 0.000
H 2.36 -5.34 5.00 0.000
H -1.38 8.11 0.40 0.000
C -8.15 4.10 0.64 0.000
```